[1]
52
Properties=species:S:1:pos:R:3:forces:R:3:nbo_charge:R:1 method="wB97M-V/def2-TZVPD" e_lumo_ev=-0.97 molar_mass_g_mol=409.4 orbital_gap_ev=6.52
P 1.607 -1.643 -0.452 2.9 -0.7 1.5 2.34
O -1.301 0.436 1.412 -1.8 0.4 -3.1 -0.42
O 2.056 -2.819 0.484 -0.8 3.7 -3.4 -1.05
O 2.798 -0.368 -0.886 -2.3 -2.1 2.2 -0.81
O 1.157 -1.977 -1.881 -0.8 -1.4 -1.9 -0.88
O -4.004 0.992 -4.359 -0.2 0.0 -3.1 -0.36
O -5.938 1.974 -3.943 0.7 -0.1 -0.8 -0.35
N -0.738 -0.338 -0.950 -1.8 2.9 10.4 -0.40
N -4.850 1.516 -3.690 1.3 -1.1 2.5 0.55
N 0.522 -0.428 2.606 -0.8 0.5 -3.8 -0.41
C -0.187 -0.208 1.482 5.1 -4.1 -4.9 0.56
C -1.645 0.356 0.047 2.6 -1.2 -6.5 0.43
C 0.253 -0.737 0.144 -3.3 2.4 0.7 -0.52
C 1.930 -0.639 2.433 0.0 -5.0 10.2 -0.18
C -5.209 1.820 -1.396 -7.2 5.4 6.2 -0.23
C 0.560 1.316 4.139 1.3 8.6 -1.1 -0.35
C 0.610 -1.329 -3.136 2.9 -0.8 0.6 0.00
C -4.372 1.404 -2.284 1.2 -2.7 0.0 0.00
C -0.720 -1.879 -3.515 3.0 3.3 -4.0 -0.61
C 2.706 0.227 3.681 0.7 -5.1 -2.8 -0.42
C -5.168 1.894 0.054 6.4 -3.8 -1.3 -0.16
C -2.848 1.059 -0.528 0.4 -5.0 3.9 -0.14
C -0.106 0.164 3.679 2.5 -3.9 5.6 -0.25
C -3.294 0.660 -1.781 3.7 3.3 -5.8 -0.14
C 2.052 1.464 3.595 -0.2 5.2 1.4 -0.42
C 4.175 -0.810 -0.933 -6.8 -5.8 -1.4 -0.06
C -3.768 1.176 0.497 -5.5 6.2 0.5 -0.16
C 4.381 -1.449 -2.239 1.6 -1.6 -2.4 -0.64
H -6.099 2.406 -1.759 0.9 -0.8 0.0 0.24
H -0.966 -1.180 -4.413 -0.5 -1.2 1.7 0.21
H 3.958 -2.507 -2.534 0.4 2.3 1.1 0.23
H -1.221 -1.810 -2.667 -3.3 0.3 3.1 0.23
H 2.153 1.969 2.552 -0.5 -0.9 1.8 0.22
H -3.522 1.416 1.577 0.0 -1.0 -1.4 0.23
H 2.376 -0.473 1.574 1.5 1.2 -4.2 0.21
H 2.521 2.181 4.373 -0.6 -0.6 -1.5 0.22
H 4.356 -0.765 -3.120 -0.8 -0.3 0.7 0.21
H 2.563 -0.185 4.664 -0.5 -0.7 0.3 0.20
H -2.444 0.551 -2.655 -2.1 -0.7 2.5 0.26
H 3.772 -0.007 3.490 -0.3 1.1 -0.2 0.23
H 0.160 2.452 3.420 0.3 -3.1 2.6 0.16
H -0.607 -2.827 -3.875 0.0 -2.6 -0.9 0.21
H 0.640 -0.297 -2.929 -0.5 1.2 0.3 0.20
H 4.668 -0.027 -0.807 4.7 6.8 0.8 0.17
H 1.419 -1.462 -3.887 -0.6 -0.4 0.4 0.19
H 4.327 -1.481 -0.128 0.4 -0.9 0.9 0.18
H -1.090 0.190 3.447 -3.1 0.4 0.2 0.23
H 2.089 -1.880 2.771 -0.1 3.6 -1.4 0.22
H -5.726 2.423 0.841 -0.3 -0.5 -1.1 0.24
H 0.082 -0.509 4.681 -1.1 0.5 -2.3 0.18
H 0.483 1.541 5.283 0.1 -0.3 -2.3 0.23
H 5.450 -1.551 -2.176 1.1 -0.9 -0.4 0.21

---

[2]
52
Properties=species:S:1:pos:R:3:forces:R:3:nbo_charge:R:1 method="wB97M-V/def2-TZVPD" e_lumo_ev=0.58 molar_mass_g_mol=391.5 relative_energy_kj_mol=184.6 orbital_gap_ev=8.71
S -1.807 -0.741 3.142 -0.3 -0.1 0.5 -0.25
O -0.024 4.565 -0.682 0.1 0.2 -0.3 -0.63
O 2.732 -5.483 -2.546 -0.1 -0.1 -0.1 -0.60
O -3.213 4.884 0.686 0.2 0.0 0.2 -0.52
O 4.208 -5.916 -0.916 0.3 0.2 0.2 -0.51
N 0.522 -1.268 2.136 0.2 0.2 0.3 -0.61
N -0.800 0.213 0.879 0.1 -0.4 0.2 -0.44
N -0.974 3.026 0.644 0.2 -0.2 0.3 -0.43
C -4.637 4.090 -1.001 0.0 0.1 0.2 -0.44
C -2.070 2.285 1.222 -0.4 -0.4 -0.1 -0.24
C -2.374 4.764 -0.445 0.1 0.2 -0.4 0.01
C 0.304 2.389 0.881 0.3 -0.1 -0.3 -0.24
C -3.193 3.997 -1.516 0.1 0.1 0.1 -0.43
C -1.025 4.110 -0.157 -0.2 0.3 0.1 0.67
C 0.301 0.966 0.307 0.4 0.3 0.0 -0.23
C -0.646 -0.578 1.970 -0.3 0.0 0.1 0.30
C 3.802 -7.278 -0.912 -0.2 -0.3 -0.1 -0.26
C 2.614 -2.298 1.595 -0.2 0.1 0.0 -0.23
C 4.054 -3.681 -1.627 -0.2 -0.3 0.0 -0.52
C 1.865 -2.595 -1.047 0.2 0.0 0.1 -0.19
C 3.125 -3.021 -0.642 0.0 0.1 0.0 -0.03
C 3.480 -2.882 0.693 -0.1 0.0 -0.1 -0.19
C 0.990 -2.013 -0.152 -0.1 0.0 0.2 -0.21
C 3.581 -5.114 -1.781 0.2 0.2 -0.2 0.81
C -4.520 5.059 0.184 -0.4 0.0 -0.2 -0.07
C -2.073 0.864 0.647 -0.5 0.2 0.1 -0.24
C 1.365 -1.841 1.180 0.3 -0.2 -0.5 0.12
H 4.444 -3.234 1.030 0.1 0.0 0.0 0.22
H 0.619 -1.645 3.070 -0.2 0.1 -0.2 0.42
H 4.456 -7.789 -0.210 0.0 0.0 0.0 0.20
H -2.136 5.770 -0.827 0.0 -0.2 0.1 0.20
H 0.008 -1.710 -0.477 -0.1 0.1 0.0 0.22
H -2.862 2.963 -1.594 0.0 0.0 0.0 0.21
H -1.924 2.224 2.307 -0.1 0.0 -0.1 0.22
H 0.166 1.010 -0.779 0.1 0.0 0.0 0.21
H -2.860 0.274 1.117 0.1 0.1 -0.1 0.25
H -5.217 4.852 0.996 0.0 0.1 -0.1 0.20
H 5.077 -3.676 -1.256 0.0 0.1 -0.1 0.23
H 0.487 2.346 1.961 0.0 0.0 0.0 0.20
H 1.562 -2.736 -2.073 0.0 0.0 -0.1 0.22
H 1.253 0.485 0.522 -0.1 0.1 -0.1 0.23
H 3.899 -7.705 -1.911 0.0 0.0 0.1 0.20
H 3.994 -3.188 -2.597 0.1 -0.1 0.0 0.24
H -4.991 3.117 -0.659 0.0 0.0 0.0 0.21
H 1.077 2.991 0.401 -0.1 -0.1 0.1 0.26
H -4.655 6.096 -0.155 0.0 -0.1 0.1 0.17
H 2.900 -2.193 2.632 0.0 0.1 0.1 0.21
H -5.325 4.462 -1.756 -0.1 0.0 0.0 0.22
H -3.015 2.784 1.033 0.1 -0.1 0.0 0.24
H -3.072 4.465 -2.490 0.0 0.0 0.0 0.23
H 2.760 -7.360 -0.594 0.1 0.0 0.0 0.19
H -2.234 0.895 -0.435 0.0 0.1 0.0 0.19

---

[3]
20
Properties=species:S:1:pos:R:3:forces:R:3:nbo_charge:R:1 method="wB97M-V/def2-TZVPD" e_lumo_ev=0.62 molar_mass_g_mol=132.2 relative_energy_kj_mol=592.4 orbital_gap_ev=9.37
S -0.980 0.070 -2.079 -2.5 0.8 1.1 -0.09
O 1.757 1.113 0.085 -0.3 0.0 -1.6 -0.52
C -0.036 1.274 -0.966 -3.2 1.3 -2.6 -0.32
C -1.216 -0.531 1.540 -6.6 1.1 0.1 -0.57
C 0.345 0.938 0.415 1.7 0.8 -2.9 0.07
C 0.592 -1.545 0.110 -1.4 -3.6 -1.3 -0.59
C 0.070 -0.332 0.918 2.5 -4.9 2.6 -0.36
C 1.365 1.070 -1.394 2.8 -0.5 1.3 -0.09
H 1.743 0.124 -1.878 -1.2 0.3 0.8 0.19
H -2.378 -0.081 -1.541 2.7 0.6 -0.7 0.16
H -0.050 1.692 0.964 -0.6 2.1 2.6 0.19
H 1.461 -1.314 -0.732 -2.7 -0.9 2.4 0.24
H -1.567 0.614 1.841 0.2 -3.1 -0.4 0.20
H -0.670 -2.090 -0.431 4.3 1.5 1.2 0.19
H 0.595 -0.339 1.901 1.0 0.1 -0.6 0.24
H -0.444 2.400 -0.900 0.9 -2.5 -1.2 0.24
H -2.146 -1.108 0.943 2.4 2.0 0.6 0.20
H 1.910 1.745 -2.006 0.1 1.6 -0.1 0.20
H 0.946 -2.516 0.798 -0.8 2.9 -1.7 0.23
H -1.295 -1.183 2.413 0.8 0.4 0.2 0.22

---

[4]
12
Properties=species:S:1:pos:R:3:forces:R:3:nbo_charge:R:1 method="wB97M-V/def2-TZVPD" e_lumo_ev=-0.33 molar_mass_g_mol=212.0 relative_energy_kj_mol=80.1 orbital_gap_ev=8.46
I 4.131 0.185 0.029 -0.5 -0.4 0.0 0.36
O 1.989 -2.373 -0.058 0.7 -2.5 0.2 -0.59
N 2.135 -0.149 -0.187 0.9 0.3 0.9 -0.46
N 1.297 0.960 -0.211 0.1 1.5 -2.7 -0.45
C 0.031 0.477 0.406 -0.3 0.1 -1.3 -0.23
C 1.469 -1.312 -0.087 -0.8 0.4 0.4 0.65
C -0.047 -0.972 -0.074 2.5 1.3 0.4 -0.51
H -0.850 1.120 0.213 0.7 -0.2 -0.3 0.22
H -0.560 -1.564 0.594 -1.0 -1.6 1.4 0.23
H 1.319 1.061 -1.300 -1.5 0.8 2.5 0.35
H 0.165 0.479 1.487 0.2 0.0 0.0 0.21
H -0.306 -1.222 -1.063 -1.0 0.4 -1.4 0.23

---

[5]
13
Properties=species:S:1:pos:R:3:forces:R:3:nbo_charge:R:1 method="wB97M-V/def2-TZVPD" multiplicity=3 e_lumo_ev="0.87 / -4.28" molar_mass_g_mol=98.1 relative_energy_kj_mol=368.6 orbital_gap_ev="4.97 / 7.23"
O -1.400 -0.342 0.920 1.2 -1.0 1.0 -0.43
N 0.484 -0.991 -0.504 3.3 -3.6 1.5 -0.41
N 2.778 -1.629 0.139 6.9 -3.1 0.3 -0.21
C 0.520 1.219 0.452 -1.1 2.7 -2.9 -0.64
C -0.292 -0.015 0.091 -1.6 4.1 0.2 0.30
C 1.689 -1.344 -0.051 -8.2 5.4 -0.3 0.26
C -1.727 0.070 -0.374 0.2 0.2 0.6 -0.09
H 1.284 1.390 -0.393 -1.4 0.0 1.0 0.23
H -1.996 -0.784 -0.913 -0.7 -0.9 -1.4 0.18
H -2.410 0.915 -0.402 0.7 0.4 -0.4 0.21
H -0.049 2.247 0.680 0.7 -2.5 -0.9 0.23
H 0.001 -1.844 -0.910 -1.6 -0.8 -1.4 0.15
H 1.117 1.107 1.266 1.6 -0.9 2.6 0.23

---

[6]
12
Properties=species:S:1:pos:R:3:forces:R:3:nbo_charge:R:1 method="wB97M-V/def2-TZVPD" e_lumo_ev=0.66 molar_mass_g_mol=116.1 relative_energy_kj_mol=353.8 orbital_gap_ev=9.11
O 1.153 -0.860 -0.599 1.2 -0.4 -0.2 -0.46
O 0.244 1.215 -0.355 -0.7 0.5 -0.3 -0.30
O -1.099 -1.630 1.024 -4.0 -1.4 1.4 -0.65
N -1.616 0.717 0.711 0.6 -0.5 -0.5 -0.22
N -0.986 1.668 0.174 -0.7 2.2 0.5 0.04
C 2.369 -0.253 -1.061 0.0 0.5 -1.2 -0.27
C 0.212 -0.066 -0.183 -0.7 -1.3 0.9 0.53
C -0.920 -0.422 0.510 1.3 0.9 -0.6 0.24
H 2.812 0.484 -0.356 -0.3 -0.8 -0.1 0.20
H 2.160 0.308 -2.018 0.2 -0.6 0.9 0.19
H -2.108 -1.726 1.301 3.1 0.3 -0.9 0.50
H 3.012 -1.118 -1.276 0.0 0.6 0.2 0.21

---

[7]
13
Properties=species:S:1:pos:R:3:forces:R:3:nbo_charge:R:1 method="wB97M-V/def2-TZVPD" e_lumo_ev=-3.63 charge=+1 molar_mass_g_mol=74.1 relative_energy_kj_mol=452.3 orbital_gap_ev=10.37
N 2.147 0.449 -0.110 -1.2 -1.5 4.3 -0.52
N 1.326 -0.799 -0.103 -2.7 1.8 0.6 -0.43
N -0.685 -1.779 -0.058 -2.9 2.0 1.2 -0.77
C -1.533 0.753 0.186 3.3 -3.2 -0.5 -0.47
C -0.035 -0.611 0.083 1.1 0.6 -1.1 0.42
H 2.145 0.888 -0.935 0.3 1.4 -4.9 0.40
H -1.716 -1.859 0.233 2.6 -0.1 -0.8 0.42
H -1.361 1.615 0.800 0.2 0.1 0.2 0.23
H -2.094 -0.070 0.574 -0.9 0.5 0.6 0.20
H 1.765 1.230 0.465 0.5 -0.9 0.6 0.42
H -1.689 0.859 -0.869 -0.1 0.5 -0.3 0.23
H 3.115 0.175 0.136 -0.7 0.3 0.1 0.45
H -0.126 -2.584 -0.079 0.6 -1.5 -0.1 0.42

---

[8]
37
Properties=species:S:1:pos:R:3:forces:R:3:nbo_charge:R:1 method="wB97M-V/def2-TZVPD" e_lumo_ev=-1.33 molar_mass_g_mol=515.6 relative_energy_kj_mol=501.0 orbital_gap_ev=6.45
I -3.435 -0.202 0.718 0.1 0.0 0.0 -0.86
Ca -0.597 0.406 0.331 0.5 1.6 0.8 1.76
Cl 4.555 3.006 2.201 -0.1 -0.1 -0.4 0.05
Cl 3.440 4.322 -0.174 0.1 -0.1 0.2 0.03
Cl 1.954 4.270 2.362 0.7 -0.4 -0.7 -0.04
O 3.098 1.171 0.176 -1.2 1.4 1.1 -0.65
O 1.069 1.977 0.865 1.9 -0.2 -0.2 -0.91
N -0.186 -0.428 -1.813 0.8 -0.8 -1.1 -0.55
N 0.169 -1.791 0.593 0.8 -1.3 -0.1 -0.54
C 0.177 -3.841 1.868 -0.4 0.2 0.0 -0.23
C 0.049 -4.599 0.718 0.5 0.3 -0.4 -0.14
C -0.568 -1.798 -4.242 0.3 0.1 0.3 -0.14
C 0.177 -2.516 -0.545 -0.5 -0.7 0.1 0.18
C -1.594 2.835 3.116 2.3 -0.4 -3.4 -0.68
C -0.381 0.210 -2.984 -0.1 -0.4 0.1 0.07
C -0.647 -0.414 -4.188 -0.1 -0.3 0.3 -0.24
C -0.151 -2.464 -3.090 -0.2 0.4 0.7 -0.22
C 2.376 2.015 0.735 -0.8 -1.5 -0.9 0.74
C 3.105 3.323 1.251 -1.4 0.4 0.8 -0.18
C 0.273 -2.463 1.759 -0.2 -0.4 -1.0 0.07
C -0.005 -1.767 -1.860 -0.6 -0.4 -0.7 0.20
C 0.173 -3.939 -0.502 -0.5 1.1 0.2 -0.21
C -1.736 3.838 1.215 0.1 -3.7 -0.1 -0.66
H 0.092 -4.292 2.845 0.2 0.0 0.0 0.24
H -0.022 -3.532 -3.100 0.0 -0.1 -0.1 0.22
H -0.324 1.276 -2.997 -0.2 0.6 0.5 0.21
H -2.172 1.853 3.043 0.3 1.9 0.3 0.23
H -2.168 2.856 0.732 0.2 2.6 0.7 0.18
H -2.153 4.196 2.134 -1.3 1.5 -1.3 0.23
H -0.971 0.170 -5.037 0.2 0.0 0.0 0.24
H -0.793 4.214 0.739 -0.7 -0.6 1.2 0.22
H 0.419 -1.895 2.640 -0.1 0.7 0.7 0.21
H -1.895 3.768 3.671 0.7 -1.9 0.1 0.22
H -0.540 2.691 2.632 -1.4 0.5 2.3 0.26
H 0.124 -4.474 -1.430 0.0 -0.3 -0.1 0.22
H -0.099 -5.677 0.794 0.1 0.3 -0.2 0.23
H -0.814 -2.306 -5.175 0.2 -0.1 0.4 0.23

---

Please write out number 7 again, unchanged.
13
Properties=species:S:1:pos:R:3:forces:R:3:nbo_charge:R:1 method="wB97M-V/def2-TZVPD" e_lumo_ev=-3.63 charge=+1 molar_mass_g_mol=74.1 relative_energy_kj_mol=452.3 orbital_gap_ev=10.37
N 2.147 0.449 -0.110 -1.2 -1.5 4.3 -0.52
N 1.326 -0.799 -0.103 -2.7 1.8 0.6 -0.43
N -0.685 -1.779 -0.058 -2.9 2.0 1.2 -0.77
C -1.533 0.753 0.186 3.3 -3.2 -0.5 -0.47
C -0.035 -0.611 0.083 1.1 0.6 -1.1 0.42
H 2.145 0.888 -0.935 0.3 1.4 -4.9 0.40
H -1.716 -1.859 0.233 2.6 -0.1 -0.8 0.42
H -1.361 1.615 0.800 0.2 0.1 0.2 0.23
H -2.094 -0.070 0.574 -0.9 0.5 0.6 0.20
H 1.765 1.230 0.465 0.5 -0.9 0.6 0.42
H -1.689 0.859 -0.869 -0.1 0.5 -0.3 0.23
H 3.115 0.175 0.136 -0.7 0.3 0.1 0.45
H -0.126 -2.584 -0.079 0.6 -1.5 -0.1 0.42

---

Copy entry 7 word for word.
13
Properties=species:S:1:pos:R:3:forces:R:3:nbo_charge:R:1 method="wB97M-V/def2-TZVPD" e_lumo_ev=-3.63 charge=+1 molar_mass_g_mol=74.1 relative_energy_kj_mol=452.3 orbital_gap_ev=10.37
N 2.147 0.449 -0.110 -1.2 -1.5 4.3 -0.52
N 1.326 -0.799 -0.103 -2.7 1.8 0.6 -0.43
N -0.685 -1.779 -0.058 -2.9 2.0 1.2 -0.77
C -1.533 0.753 0.186 3.3 -3.2 -0.5 -0.47
C -0.035 -0.611 0.083 1.1 0.6 -1.1 0.42
H 2.145 0.888 -0.935 0.3 1.4 -4.9 0.40
H -1.716 -1.859 0.233 2.6 -0.1 -0.8 0.42
H -1.361 1.615 0.800 0.2 0.1 0.2 0.23
H -2.094 -0.070 0.574 -0.9 0.5 0.6 0.20
H 1.765 1.230 0.465 0.5 -0.9 0.6 0.42
H -1.689 0.859 -0.869 -0.1 0.5 -0.3 0.23
H 3.115 0.175 0.136 -0.7 0.3 0.1 0.45
H -0.126 -2.584 -0.079 0.6 -1.5 -0.1 0.42